Record 1
{
  "formula": "C4H3I2NS",
  "method": "ωB97M-V with the def2-TZVPD basis set",
  "relative_energy_kj_mol": 58.68,
  "multiplicity": 1,
  "lumo_ev": -0.062,
  "homo_energy_ev": -8.503,
  "symbols": ["I", "I", "S", "N", "C", "C", "C", "C", "H", "H", "H"],
  "coordinates": [[-3.98764, 0.23352, 0.00479], [-1.17070, -2.50172, 0.00115], [-1.15758, 2.14967, -0.00191], [0.33567, 1.56234, -0.00095], [1.80398, -0.36787, -0.00180], [0.43919, 0.23414, -0.00510], [-0.71596, -0.49302, -0.00456], [-1.99045, 0.70690, -0.00185], [1.74585, -1.44903, -0.10548], [2.39530, 0.04338, -0.81427], [2.30235, -0.11833, 0.92998]]
}

***

Record 2
{
  "formula": "C3H9NP2",
  "method": "ωB97M-V with the def2-TZVPD basis set",
  "relative_energy_kj_mol": 359.74,
  "multiplicity": 1,
  "lumo_ev": [0.895, 0.923],
  "homo_energy_ev": [-7.094, -6.818],
  "symbols": ["P", "P", "N", "C", "C", "C", "H", "H", "H", "H", "H", "H", "H", "H", "H"],
  "coordinates": [[-2.16729, -0.55370, 0.18752], [-0.20887, 1.72238, -0.51932], [-0.99353, -0.81493, -0.96565], [0.09135, -0.04711, -1.16311], [-1.50660, 1.18890, 0.62210], [2.00166, -0.68825, 0.32350], [-0.96687, 1.94805, -1.62440], [-1.12691, 1.01893, 1.63804], [1.92394, 0.12334, 0.89905], [-1.09026, -1.68282, -1.60102], [-1.64100, -1.46191, 1.13020], [0.48402, -0.13517, -2.18033], [2.73997, -0.75361, -0.42103], [1.64710, -1.59968, 0.77658], [-2.15510, 2.10306, 0.69407]]
}

***

Record 3
{
  "formula": "C4H4O2",
  "method": "ωB97M-V with the def2-TZVPD basis set",
  "relative_energy_kj_mol": 294.51,
  "multiplicity": 1,
  "lumo_ev": 0.270,
  "homo_energy_ev": -8.712,
  "symbols": ["O", "O", "C", "C", "C", "C", "H", "H", "H", "H"],
  "coordinates": [[0.01363, -0.11756, 1.37250], [-2.27795, 2.25781, 0.48273], [-0.21470, -0.18790, -1.06555], [-1.65778, 1.57286, 1.18186], [-0.71726, 1.06519, 1.92790], [0.24808, -0.59858, 0.10521], [0.70380, -1.62382, 0.27106], [-0.91660, 1.06528, 2.96431], [-0.18581, -0.75678, -2.03055], [-0.51538, 0.78473, -1.17749]]
}

***

Record 4
{
  "formula": "C4H11Cl2CoMnO4",
  "method": "ωB97M-V with the def2-TZVPD basis set",
  "relative_energy_kj_mol": 75.79,
  "multiplicity": 10,
  "total_charge": -2,
  "lumo_ev": [5.241, 5.178],
  "homo_energy_ev": [1.870, -0.917],
  "symbols": ["Co", "Mn", "Cl", "Cl", "O", "O", "O", "O", "C", "C", "C", "C", "H", "H", "H", "H", "H", "H", "H", "H", "H", "H", "H"],
  "coordinates": [[1.53693, 0.74523, 0.06897], [-1.15876, -0.65965, 0.30219], [2.94846, 2.11319, 1.01656], [-3.74748, -0.36116, 0.11995], [-2.67297, -0.38546, -0.95753], [-2.86141, -0.62251, 1.32533], [-4.35070, 0.92672, 0.20920], [-4.69754, -1.40789, -0.06848], [0.29299, -0.70555, -0.91717], [0.07811, -1.02534, 1.77053], [0.28264, 2.09671, -0.64056], [2.90068, -0.45727, -0.69847], [0.97489, -1.55230, 1.41730], [0.93625, 2.80611, -1.17704], [2.76336, -0.50980, -1.79124], [3.89235, -0.04023, -0.46453], [2.81515, -1.48086, -0.29261], [0.36004, -0.09510, 2.29292], [0.17129, -0.36107, -1.95979], [-0.51700, 1.74946, -1.31748], [-0.16025, 2.62436, 0.22284], [-0.51415, -1.67458, 2.43088], [0.72712, -1.72301, -0.89176]]
}

***

Record 5
{
  "formula": "C7H11N4O2S",
  "method": "ωB97M-V with the def2-TZVPD basis set",
  "relative_energy_kj_mol": 215.58,
  "multiplicity": 1,
  "total_charge": 1,
  "lumo_ev": -5.098,
  "homo_energy_ev": -13.669,
  "symbols": ["S", "O", "O", "N", "N", "N", "N", "C", "C", "C", "C", "C", "C", "C", "H", "H", "H", "H", "H", "H", "H", "H", "H", "H", "H"],
  "coordinates": [[-0.55839, -1.21595, -1.03527], [-1.71856, -2.03855, -1.04828], [0.03542, -0.79716, -2.25533], [-4.43194, -1.33124, 0.21722], [0.56095, -1.75090, 0.10212], [-2.93328, 1.82454, -0.14634], [-1.16583, 0.35225, -0.41934], [0.53255, -3.13671, 0.31600], [-1.79950, 2.50456, -0.44882], [-0.74508, 1.62454, -0.53617], [1.89019, -1.17385, -0.06170], [-3.62591, -0.55076, -0.02515], [0.62786, 2.10989, -0.90927], [-2.72184, 0.49628, -0.06680], [1.24096, 1.30250, -1.23794], [0.44763, 2.83134, -1.61833], [0.70071, -3.63086, -0.57974], [-0.32508, -3.62056, 0.89456], [-3.83853, 2.33080, 0.04964], [1.77949, -0.04102, 0.23436], [2.14528, -1.32639, -1.11120], [2.69836, -1.62826, 0.46866], [1.56659, -3.36062, 0.85003], [-1.80344, 3.53006, -0.59409], [0.91138, 2.71167, -0.05565]]
}

***

Record 6
{
  "formula": "C10H10FeO8",
  "method": "ωB97M-V with the def2-TZVPD basis set",
  "multiplicity": 5,
  "total_charge": -4,
  "lumo_ev": [9.946, 9.946],
  "homo_energy_ev": [5.096, 5.928],
  "symbols": ["Fe", "O", "O", "O", "O", "O", "O", "O", "O", "C", "C", "C", "C", "C", "C", "C", "C", "C", "C", "H", "H", "H", "H", "H", "H", "H", "H", "H", "H"],
  "coordinates": [[-1.33884, -0.58181, 0.14063], [2.85138, -1.51786, -0.03083], [-1.60399, -2.40228, 1.22075], [3.63448, 3.83461, -0.19502], [-1.44930, 0.15109, 2.21361], [-2.73530, 0.69873, -0.65631], [0.65862, 0.22739, 0.08298], [-1.16632, -1.34716, -1.86319], [5.59154, 2.08926, -1.16695], [1.81600, 0.66592, 0.01531], [-2.77963, 0.50684, -2.00304], [3.39789, 2.59028, -0.27390], [-2.12220, -0.74135, 2.96822], [-2.01677, -2.20593, 2.49287], [4.50401, 1.62880, -0.70863], [3.00819, -0.31397, -0.23845], [4.24563, 0.25211, -0.68874], [-2.23008, -0.84144, -2.53126], [2.14390, 2.04631, 0.07478], [-2.01964, -0.71363, -3.62896], [-3.84123, 0.59278, -2.39079], [1.36120, 2.73380, 0.37520], [-3.09715, -1.56880, -2.45652], [-3.23687, -0.48675, 2.93884], [4.98724, -0.43548, -1.08268], [-2.99068, -2.76173, 2.68519], [-2.26366, 1.32889, -2.57628], [-1.91995, -0.59823, 4.06957], [-1.38848, -2.83041, 3.21360]]
}

***

Record 7
{
  "formula": "C15H45N15O30",
  "method": "ωB97M-V with the def2-TZVPD basis set",
  "relative_energy_kj_mol": 158.92,
  "multiplicity": 1,
  "lumo_ev": -0.919,
  "homo_energy_ev": -10.779,
  "symbols": ["O", "O", "O", "O", "O", "O", "O", "O", "O", "O", "O", "O", "O", "O", "O", "O", "O", "O", "O", "O", "O", "O", "O", "O", "O", "O", "O", "O", "O", "O", "N", "N", "N", "N", "N", "N", "N", "N", "N", "N", "N", "N", "N", "N", "N", "C", "C", "C", "C", "C", "C", "C", "C", "C", "C", "C", "C", "C", "C", "C", "H", "H", "H", "H", "H", "H", "H", "H", "H", "H", "H", "H", "H", "H", "H", "H", "H", "H", "H", "H", "H", "H", "H", "H", "H", "H", "H", "H", "H", "H", "H", "H", "H", "H", "H", "H", "H", "H", "H", "H", "H", "H", "H", "H", "H"],
  "coordinates": [[-1.02486, -2.04370, -3.04790], [7.11577, 0.15389, -3.59254], [-1.09090, 0.44641, -0.42587], [3.67265, 2.53929, 1.98033], [-1.52098, 4.32474, 0.07015], [-2.07011, -3.90384, -2.98950], [-3.83268, 1.50117, 0.99870], [6.55478, 0.62353, -5.58083], [5.84933, -1.20544, -1.16355], [-0.31518, -2.82499, 4.93690], [-1.12841, 1.26746, 5.23642], [-2.23634, 5.88078, 1.27151], [4.67148, -1.02925, 0.69460], [-5.99948, -1.75102, 5.34844], [2.11082, -0.85590, -3.45152], [-2.63481, -0.14232, 6.05813], [0.52092, 3.65127, -2.11467], [1.30203, 2.40507, -0.47213], [-4.47599, -2.09048, -2.98725], [-5.92735, 2.06917, 1.34981], [0.80145, -0.75823, -5.17761], [-0.52919, -0.07459, 1.65582], [-5.30381, -1.18396, -4.68630], [4.07118, 1.34052, -1.28493], [1.95766, 2.86983, 3.35829], [-2.47042, -2.99155, 1.95153], [5.09101, 2.93013, -2.30591], [-1.80953, -3.82125, 0.03241], [1.05719, -2.06088, 3.49450], [-7.48157, -2.90179, 4.26636], [1.28072, -0.25804, -4.12133], [-4.92128, 2.08476, 0.66791], [-1.81729, 4.76096, 1.13953], [-6.43437, -2.19159, 4.32117], [1.38129, 3.37210, -1.24645], [-4.64460, -1.10596, -3.67546], [5.04725, 2.06690, -1.44608], [-2.49239, -3.07566, 0.73928], [-1.07251, -3.27629, -2.92685], [6.34695, 0.14209, -4.54580], [2.85805, 2.14634, 2.82547], [-0.35514, -0.07892, 0.44331], [-2.13582, 0.55936, 5.16106], [4.92700, -1.51711, -0.42584], [0.40221, -2.94458, 4.00179], [-4.83757, 3.09935, -0.42731], [3.08490, 0.78579, 3.33380], [0.81744, -0.77222, -0.11347], [-2.81061, 0.59948, 3.82221], [-1.32597, 3.94488, 2.34857], [0.22589, -3.97537, -2.67123], [-3.86600, 0.14732, -3.37185], [0.37840, -4.23202, 3.26286], [2.50609, 4.35278, -1.01871], [5.08717, -0.67963, -4.39262], [6.06956, 2.11831, -0.39047], [4.22886, -2.76580, -0.75890], [-5.67648, -1.92461, 3.08994], [-3.35900, -2.13328, 0.00316], [0.67207, 0.96315, -3.52337], [3.37875, -2.63711, -1.42886], [-2.19736, 1.25910, 3.20827], [3.86758, -3.27273, 0.13586], [1.42251, -4.53502, 3.34127], [4.12117, 0.52271, 3.12159], [2.83803, 0.68917, 4.39107], [4.51748, -0.20885, -3.59144], [-4.63945, -2.23005, 3.22916], [4.54526, -0.47134, -5.31515], [-5.94496, -2.49831, 2.20286], [-2.67128, -0.43678, 3.51420], [-3.99708, -2.75373, -0.62613], [-3.95923, -1.48372, 0.64027], [2.95214, 4.33216, -2.01304], [-3.12200, 0.32838, -4.14759], [0.00523, -4.06370, 2.25266], [5.97452, 1.17206, 0.14214], [-4.63125, 0.88192, -3.12109], [-2.83886, -1.45617, -0.67440], [0.91684, -3.79744, -3.49526], [0.56761, -1.12236, -1.11502], [2.41840, 0.07218, 2.84942], [-0.16266, -4.98805, 3.83189], [2.09895, 5.35612, -0.89360], [-1.05173, 4.70311, 3.08204], [-5.85302, -0.86904, 2.88324], [0.46077, 0.71059, -2.48430], [-4.78966, 4.12037, -0.04876], [1.05243, -1.70096, 0.40645], [-3.82119, 0.98690, 3.95154], [1.71288, -0.15204, -0.07278], [-5.74840, 3.00288, -1.01825], [-2.15180, 3.32316, 2.69436], [7.03656, 2.23636, -0.87943], [4.97305, -3.42309, -1.20863], [3.10252, 4.05340, -0.15688], [0.04302, -5.03939, -2.52117], [-0.43303, 3.40383, 2.03550], [-0.34315, 1.18677, -3.85110], [-3.29823, -0.07119, -2.46743], [1.33058, 1.83024, -3.57463], [-3.98404, 2.82653, -1.04791], [5.82287, 2.94682, 0.27346], [0.68001, -3.58111, -1.76214], [5.30972, -1.72913, -4.19998]]
}

***

Record 8
{
  "formula": "C29H20Br2CrNO3P",
  "method": "ωB97M-V with the def2-TZVPD basis set",
  "multiplicity": 5,
  "lumo_ev": [-0.304, -0.379],
  "homo_energy_ev": [-7.727, -7.994],
  "symbols": ["Br", "Br", "Cr", "P", "O", "O", "O", "N", "C", "C", "C", "C", "C", "C", "C", "C", "C", "C", "C", "C", "C", "C", "C", "C", "C", "C", "C", "C", "C", "C", "C", "C", "C", "C", "C", "C", "C", "H", "H", "H", "H", "H", "H", "H", "H", "H", "H", "H", "H", "H", "H", "H", "H", "H", "H", "H", "H"],
  "coordinates": [[5.06240, -3.57485, 4.03800], [4.29601, 1.58671, 1.90302], [-0.19425, -0.30947, 0.77829], [-1.16545, 1.58961, 1.91026], [-2.00378, -0.83158, 0.30955], [1.62947, 0.34154, 0.98518], [-3.77912, -0.43765, -0.96587], [0.74881, -2.15925, 1.27259], [2.18659, -4.07741, 2.66860], [-0.06612, 2.28301, 5.82429], [-2.98097, 1.52081, 1.96065], [-3.71630, 0.69450, 1.10212], [-0.01559, -0.08757, 5.44275], [-1.68993, 4.14445, 0.88361], [0.56665, 3.73615, 1.62098], [-0.75166, 3.30284, 1.47387], [-3.64937, 2.33511, 2.87661], [-1.06188, -3.69850, 0.78111], [2.73891, -2.78218, 2.53322], [1.97442, -1.84559, 1.82485], [-5.10830, 0.72599, 1.17541], [0.26404, -3.37641, 1.39810], [-3.14298, -0.26022, 0.05114], [3.64941, -0.16551, 2.13003], [-0.46750, 2.48871, 4.51203], [3.99316, -2.36541, 3.04862], [-0.41657, 0.12045, 4.13186], [-0.01824, 5.85611, 0.64645], [-5.02898, 2.33472, 2.95621], [-1.32280, 5.41978, 0.47377], [0.92647, 5.01122, 1.21621], [0.98169, -4.36752, 2.11238], [-5.76013, 1.52337, 2.09809], [-0.64458, 1.40937, 3.65214], [2.41124, -0.48931, 1.62423], [4.43328, -1.09486, 2.84456], [0.16376, 0.99645, 6.29108], [5.39117, -0.78284, 3.23664], [-2.05863, 6.06944, 0.01838], [-5.53116, 2.96558, 3.67790], [2.73575, -4.83280, 3.21498], [-0.62825, 3.49852, 4.15503], [-5.66147, 0.10524, 0.48443], [-0.55806, -0.73863, 3.48190], [1.31624, 3.07056, 2.03423], [1.95025, 5.34066, 1.33665], [-3.07883, 2.97991, 3.53562], [0.48671, 0.84001, 7.31199], [0.07066, 3.13201, 6.48138], [-2.71058, 3.81072, 0.74696], [0.55443, -5.35692, 2.20080], [-1.17514, -4.77437, 0.66191], [0.16394, -1.09413, 5.79738], [-6.84145, 1.51714, 2.14735], [-1.17648, -3.20481, -0.18108], [-1.87374, -3.33061, 1.41120], [0.26618, 6.85135, 0.33035]]
}

***

Number 1: molar mass 350.95 g mol⁻¹. Number 2: molar mass 121.06 g mol⁻¹. Number 3: molar mass 84.07 g mol⁻¹. Number 4: molar mass 307.91 g mol⁻¹. Number 5: molar mass 215.26 g mol⁻¹. Number 6: molar mass 314.03 g mol⁻¹. Number 7: molar mass 915.60 g mol⁻¹. Number 8: molar mass 673.26 g mol⁻¹.